(i)
ORCA calculation (the ωB97M-V functional and the def2-TZVPD basis) on a 2-piece molecular cluster, C6H11N overall.

Positions of all 18 atoms, in Å:
N  -0.17027  0.69366  1.85598
C  2.00643  -0.52240  1.36430
C  -3.11170  0.04180  -0.99708
C  -1.66626  0.43917  -1.07535
C  3.22994  0.07748  0.72098
C  -0.65119  -0.39610  -1.28927
C  0.87628  0.10873  1.58127
H  -1.45455  1.50398  -0.95810
H  -3.23005  -1.04508  -1.04788
H  -0.86669  0.58611  1.11224
H  -3.57627  0.39741  -0.06944
H  -3.67248  0.48839  -1.82640
H  2.05242  -1.54997  1.71518
H  4.03929  0.18238  1.45328
H  -0.80902  -1.46629  -1.41065
H  0.37611  -0.04549  -1.34491
H  3.60091  -0.56204  -0.08811
H  3.02711  1.06826  0.30395

Results
Highest occupied orbital energy (eV): -8.62
Structure (SMILES): CC=C=N.C=CC

***

(ii)
ORCA calculation (the ωB97M-V functional and the def2-TZVPD basis) on one molecule with the formula C6H11N.

Positions of all 18 atoms, in Å:
N  0.50787  0.26407  1.77921
C  1.64978  -2.15830  0.80486
C  -0.86044  0.00466  -1.79291
C  -0.51424  0.53698  -0.42390
C  -0.88803  1.97696  -0.18409
C  0.10831  -0.23657  0.50183
C  0.75574  -1.46807  0.09481
H  -1.92765  2.22138  -0.39043
H  -0.16415  2.59077  -0.72782
H  0.59798  -1.81751  -0.92088
H  0.40882  1.26490  1.83569
H  -1.61663  0.65563  -2.22623
H  2.02784  -3.15329  0.62675
H  -0.02706  0.00712  -2.50536
H  0.01218  -0.13218  2.58039
H  1.87454  -1.80878  1.80962
H  -0.72868  2.27262  0.85167
H  -1.21618  -1.02039  -1.71320

Results
Highest occupied orbital energy (eV): -7.90
Structure (SMILES): C=CC(N)=C(C)C

***

So which one is most stable? That would be (ii), about 0.0292 hartree below the next structure.

***

(i)
ORCA calculation (the ωB97M-V functional and the def2-TZVPD basis) on one molecule with the formula C6H11N.

Positions of all 18 atoms, in Å:
N  2.06947  -0.09386  0.48225
C  -1.35002  -0.62263  -0.22082
C  -2.19517  -1.11575  0.94790
C  0.57916  0.88006  -0.99466
C  -0.12528  0.19030  0.19538
C  0.94653  -0.60939  0.93227
C  2.02109  0.99909  -0.51491
H  2.22316  1.96073  -0.02511
H  -0.44086  0.94828  0.93442
H  -3.04393  -1.70749  0.58779
H  -1.59849  -1.73421  1.62537
H  0.14330  1.84373  -1.27300
H  2.77275  0.84755  -1.29614
H  -1.96710  -0.00315  -0.88680
H  2.96830  -0.39105  0.84326
H  -2.59420  -0.27262  1.52495
H  0.52717  0.22218  -1.87192
H  -1.00889  -1.47800  -0.81978

Results
Highest occupied orbital energy (eV): -8.15

***

(ii)
ORCA calculation (the ωB97M-V functional and the def2-TZVPD basis) on one molecule with the formula C6H11N.

Positions of all 18 atoms, in Å:
N  0.75282  0.07389  -2.69571
C  -0.13324  0.10046  -1.60424
C  -0.82644  0.46196  0.81761
C  0.35675  -1.45342  2.10504
C  0.15318  0.66754  -0.32827
C  0.48678  0.91042  -3.63601
C  -0.18027  0.01666  2.15965
H  -0.39375  -2.22214  1.90176
H  -1.18848  -0.19520  -1.93787
H  0.80661  0.63638  2.36436
H  -0.76030  0.27828  3.08090
H  1.01805  -1.58458  1.20890
H  -0.37710  1.62445  -3.63251
H  0.88635  -1.85606  3.05987
H  -1.47439  -0.40265  0.51174
H  1.27155  0.87695  -4.49672
H  -1.61252  1.20799  1.16831
H  1.21440  0.85906  -0.04680

Results
Highest occupied orbital energy (eV): -8.65
Structure (SMILES): C=N/C=C/CCC

***

(iii)
ORCA calculation (the ωB97M-V functional and the def2-TZVPD basis) on one molecule with the formula C6H11N.

Positions of all 18 atoms, in Å:
N  1.06392  1.66636  -0.04299
C  -1.27915  0.36822  1.09772
C  1.27561  -0.18469  -1.71580
C  -0.77337  -0.01643  -0.25922
C  0.85775  -1.17371  -2.48972
C  -0.85294  -0.68903  2.19967
C  0.47380  0.49289  -0.55395
H  -0.59388  -0.09891  3.04704
H  0.66261  -1.21432  -3.59859
H  2.16399  0.40591  -1.95378
H  -2.32863  0.55660  1.03203
H  2.06705  1.85846  -0.15671
H  0.59572  2.42542  0.47824
H  -0.83832  1.35725  1.18900
H  0.74089  -2.15942  -2.00647
H  -1.36460  -0.84566  -0.82920
H  -0.02752  -1.38665  2.06029
H  -1.84295  -1.36229  2.50243

Results
Highest occupied orbital energy (eV): -7.29
Structure (SMILES): C=C/C(N)=C/CC

***

(iv)
ORCA calculation (the ωB97M-V functional and the def2-TZVPD basis) on a 2-piece molecular cluster, C6H11N overall.

Positions of all 18 atoms, in Å:
N  -2.08960  -0.52328  -2.28325
C  -1.00616  -0.53851  -1.85670
C  -1.58704  -0.74465  0.94403
C  0.53903  0.58704  0.36514
C  -0.30329  -0.66362  0.16030
C  0.87910  1.54387  -0.74467
C  1.61657  -0.19305  0.91385
H  1.42699  2.39294  -0.32187
H  -2.10104  0.22256  0.96851
H  0.17795  -1.62381  -0.01643
H  2.51239  -0.36509  0.29867
H  1.60948  -0.54962  1.92216
H  0.03476  -0.57550  -2.03159
H  -0.03885  1.87759  -1.22010
H  1.52381  1.06860  -1.48459
H  -1.35504  -1.05878  1.95170
H  -2.30276  -1.45180  0.50517
H  -0.00452  1.09189  1.15764

Results
Highest occupied orbital energy (spin up / spin down) (eV): -7.68 / -7.90

***

So which one is most stable? That would be (i), about 0.0425 hartree below the next structure.

***

(i)
ORCA calculation (the ωB97M-V functional and the def2-TZVPD basis) on one molecule with the formula C6H11N.

Positions of all 18 atoms, in Å:
N  -1.92553  -2.40338  0.09428
C  -1.64280  -1.28648  -0.01592
C  2.49570  -0.07617  0.93421
C  0.26897  0.26084  -0.26003
C  -1.99485  0.76140  -1.34674
C  1.00573  -0.40426  0.90293
C  -1.26041  0.12920  -0.15847
H  -1.72802  0.25740  -2.28104
H  2.66019  1.00348  1.03155
H  0.60651  -0.16451  -1.21496
H  2.99877  -0.41021  0.01959
H  0.86417  -1.49057  0.84215
H  2.98485  -0.56555  1.78275
H  -1.58255  0.62976  0.76474
H  0.54325  -0.08809  1.84807
H  -1.71926  1.81744  -1.43193
H  -3.07937  0.69637  -1.21935
H  0.50465  1.33333  -0.29184

Results
Highest occupied orbital energy (eV): -11.36
Structure (SMILES): CCC[C@@H](C)C#N

***

(ii)
ORCA calculation (the ωB97M-V functional and the def2-TZVPD basis) on a 2-piece molecular cluster, C6H11N overall.

Positions of all 18 atoms, in Å:
N  -1.04931  0.41127  3.39255
C  -0.48606  1.37069  -0.77595
C  -1.52394  -0.15420  0.87273
C  -1.28424  0.14999  2.28953
C  0.90171  -0.50191  0.19251
C  -0.35367  0.31843  0.02807
C  2.15567  0.07160  -0.45454
H  -1.65727  -1.23965  0.77253
H  2.03599  0.18280  -1.53769
H  -1.30464  -1.85383  -2.02177
H  1.07762  -0.65001  1.26713
H  -1.13569  -1.12829  -2.02800
H  2.39830  1.05355  -0.03510
H  3.00850  -0.59126  -0.28013
H  -1.42769  1.90898  -0.85343
H  0.69921  -1.50560  -0.21243
H  -2.45923  0.32103  0.56080
H  0.33721  1.73797  -1.38143

Results
Highest occupied orbital energy (eV): -10.09
Structure (SMILES): C=C(CC)CC#N.[H][H]

***

So which one is most stable? That would be (i), about 0.0589 hartree below the next structure.

***

(i)
ORCA calculation (the ωB97M-V functional and the def2-TZVPD basis) on one molecule with the formula C6H11N.

Positions of all 18 atoms, in Å:
N  2.04482  1.53419  -1.70303
C  0.97542  1.34690  -0.80699
C  -2.00145  -0.60447  2.35127
C  0.79919  -1.09875  -1.27624
C  0.45124  0.15270  -0.53163
C  -0.84088  0.18548  0.21858
C  -1.04176  -0.70163  1.18580
H  -1.36085  1.14009  0.24367
H  0.53144  2.28670  -0.50773
H  -1.93973  0.42910  2.71114
H  1.45248  -0.94105  -2.13051
H  -1.65502  -1.19148  3.19974
H  -3.03917  -0.82495  2.14842
H  -0.07305  -1.61539  -1.67663
H  2.62033  0.73048  -1.87659
H  1.90967  2.19904  -2.44375
H  -0.14899  -1.24788  1.49067
H  1.31632  -1.77907  -0.59619

Results
Highest occupied orbital energy (eV): -7.56
Structure (SMILES): C/C=C/C(C)=C/N

***

(ii)
ORCA calculation (the ωB97M-V functional and the def2-TZVPD basis) on one molecule with the formula C6H11N.

Positions of all 18 atoms, in Å:
N  -2.50637  -1.42814  0.62395
C  -1.47112  -0.47888  1.01774
C  -2.60909  -2.41498  1.47012
C  -0.52450  -0.11031  0.08312
C  0.18713  1.14365  0.10328
C  2.38251  0.55287  -1.23842
C  1.11768  1.34660  -1.16110
H  2.89902  0.80788  -2.23473
H  -0.40040  -0.78983  -0.67466
H  1.54812  2.40828  -1.19088
H  0.41063  1.25840  -2.00078
H  -1.67773  -0.09647  2.04739
H  -1.82290  -2.53005  2.22295
H  0.80177  1.21683  1.02834
H  -3.30537  -3.17134  1.12693
H  2.27660  -0.57193  -0.99574
H  -0.48776  1.99180  0.23890
H  3.18180  0.86561  -0.46642

Results
Highest occupied orbital energy (eV): -8.48
Structure (SMILES): C=N/C=C/CCC

***

So which one is most stable? That would be (i), about 0.0334 hartree below the next structure.